This record from the OMol25 dataset describes a structure of composition C26H22AsCeN5O13 in a non-equilibrium geometry. The level of theory is ωB97M-V with the def2-TZVPD basis set.

Each line ends with the Mulliken charge.
Positions of all 68 atoms, in Å:
Ce1 0.0650 -0.2865 -0.7300  0.753
O1 1.0367 1.5579 5.3855  -0.530
C1 0.8523 1.0529 4.3205  0.150
C2 1.9295 0.4672 3.3826  -0.192
O2 3.0793 0.2625 3.6575  -0.544
C3 1.2075 0.1640 2.1211  0.715
C4 -0.1435 0.4397 2.2659  0.852
O3 -0.9430 0.2417 1.2468  -0.522
C5 -0.4983 0.8691 3.6085  -0.339
O4 -1.6026 0.9913 4.0867  -0.650
O5 1.6591 -0.3437 1.0324  0.275
C6 2.7749 -2.6877 -1.1191  -1.730
N1 1.7068 -1.9446 -1.7741  0.250
C7 1.6506 -1.9766 -3.0676  0.026
C8 0.7135 -1.2122 -3.7978  -0.016
C9 0.4831 -1.1313 -5.1698  -0.908
C10 -0.5739 -0.2318 -5.3344  -0.944
C11 -0.9377 0.1952 -4.0592  -0.314
N2 -0.1639 -0.3857 -3.1198  0.470
C12 3.8158 -1.7740 -0.5108  0.896
C13 4.3896 -2.0885 0.7144  -0.207
C14 5.3205 -1.2429 1.2959  -0.593
C15 5.6919 -0.0720 0.6519  -0.482
C16 5.1339 0.2419 -0.5778  -0.779
C17 4.2004 -0.6055 -1.1568  -0.187
H1 3.2522 -3.3659 -1.8373  0.498
H2 2.3430 -3.3130 -0.3327  0.257
H3 2.3505 -2.6011 -3.6271  0.325
H4 1.0217 -1.6639 -5.9382  0.491
H5 -1.0331 0.0740 -6.2601  0.459
H6 -1.7294 0.8718 -3.7748  0.419
H7 4.0828 -2.9900 1.2338  0.365
H8 5.7380 -1.4843 2.2645  0.376
H9 6.4047 0.5985 1.1137  0.395
H10 5.4178 1.1552 -1.0852  0.396
H11 3.7608 -0.3438 -2.1125  0.417
C18 -3.2473 -1.5031 1.7868  -1.022
As1 -1.7839 -2.5374 1.1102  1.027
C19 -0.3428 -2.7587 2.3668  -0.796
C20 -2.4868 -4.3056 0.8358  -1.285
O6 -1.2094 -2.0637 -0.4154  -0.523
H12 -3.8750 -2.1840 2.3608  0.487
H13 -3.7970 -1.1257 0.9254  0.334
H14 -2.9026 -0.6732 2.3979  0.230
H15 -0.2742 -3.8191 2.6013  0.597
H16 -0.5393 -2.1914 3.2739  0.325
H17 0.5903 -2.4195 1.9192  -0.019
H18 -2.5796 -4.8155 1.7937  0.445
H19 -1.8051 -4.8515 0.1866  0.348
H20 -3.4625 -4.2416 0.3583  0.394
O7 -2.2485 6.4004 1.7109  -0.614
N3 -3.1346 5.8455 1.0929  1.029
O8 -4.2163 6.3351 0.8392  -0.622
C21 -2.8002 4.5854 0.4325  -0.797
C22 -3.7355 3.9851 -0.4043  -0.521
C23 -3.4259 2.8125 -1.0429  -0.681
C24 -2.1916 2.1149 -0.8351  1.003
O9 -1.9570 0.9441 -1.2423  -0.496
C25 -1.2604 2.8580 -0.0333  0.410
C26 -1.5521 4.0386 0.6240  -0.295
N4 0.0697 2.3643 0.0971  1.070
O10 0.5968 1.7881 -0.9444  -0.548
O11 0.7412 2.6042 1.0632  -0.521
N5 -4.4426 2.2496 -1.9369  1.006
O12 -5.5981 2.5758 -1.7388  -0.631
O13 -4.0614 1.5800 -2.8730  -0.541
H21 -4.7028 4.4405 -0.5566  0.640
H22 -0.8221 4.5301 1.2504  0.721

Results
E_tot: -4966.57629 Ha
E_HOMO: -8.2 eV
Lowest unoccupied orbital energy: -2.55 eV
Orbital gap: 5.68 eV